1.
{
  "formula": "C5H9NSe",
  "method": "ωB97M-V/def2-TZVPD",
  "species": ["Se", "C", "C", "C", "C", "C", "N", "H", "H", "H", "H", "H", "H", "H", "H", "H"],
  "coordinates": [[2.79, -0.20, -0.22], [1.14, 0.18, 0.86], [0.13, -0.96, 0.83], [-0.68, -0.91, -0.45], [-1.38, 0.45, -0.53], [-0.41, 1.55, -0.22], [0.68, 1.44, 0.39], [2.17, 0.00, -1.51], [1.56, 0.32, 1.86], [-0.53, -0.85, 1.69], [0.66, -1.92, 0.93], [-1.41, -1.72, -0.48], [-0.01, -1.02, -1.31], [-2.20, 0.49, 0.20], [-1.82, 0.61, -1.51], [-0.68, 2.55, -0.54]],
  "gap_ev": 9.55,
  "e_tot_ev": -72166.62938,
  "e_lumo_ev": 0.884,
  "smiles": "[SeH][C@@H]1CCCC=N1",
  "spin_multiplicity": 1
}



2.
{
  "formula": "C5H9NSi",
  "method": "ωB97M-V/def2-TZVPD",
  "species": ["C", "C", "C", "C", "C", "H", "H", "H", "H", "H", "H", "N", "Si", "H", "H", "H"],
  "coordinates": [[0.58, 0.87, -0.55], [1.57, 0.21, -1.20], [2.15, -0.77, -0.28], [1.39, -0.47, 1.02], [0.46, 0.48, 0.86], [-0.32, 1.41, -0.92], [1.56, 0.02, -2.21], [3.27, -0.56, 0.06], [1.98, -1.87, -0.58], [1.62, -1.02, 1.90], [-0.14, 0.89, 1.75], [-1.90, -0.40, 0.54], [-2.98, 0.55, -0.21], [-2.13, -1.04, 1.30], [-2.56, 1.37, -1.33], [-4.54, 0.33, -0.15]],
  "gap_ev": 7.70,
  "e_tot_ev": -14694.64141,
  "e_lumo_ev": -0.308,
  "smiles": "C1=CCC=C1.N=[SiH2]",
  "spin_multiplicity": 1
}



3.
{
  "formula": "C5H9O2S2",
  "method": "ωB97M-V/def2-TZVPD",
  "species": ["C", "C", "C", "C", "C", "O", "O", "S", "S", "H", "H", "H", "H", "H", "H", "H", "H", "H"],
  "coordinates": [[-2.73, -0.19, 0.56], [2.00, -0.57, 0.74], [-0.63, 2.26, -0.81], [0.49, -0.56, 1.02], [-0.51, -0.57, -0.12], [-3.39, -0.95, -0.03], [-2.43, 0.67, 1.29], [-0.48, -2.14, -0.99], [-0.07, 0.65, -1.48], [2.18, 0.11, 0.00], [2.26, -1.57, 0.44], [2.45, -0.33, 1.74], [-1.73, 2.24, -0.63], [-0.44, 2.75, -1.75], [-0.13, 2.77, 0.00], [0.36, -1.36, 1.68], [0.18, 0.33, 1.56], [-1.32, -1.78, -1.94]],
  "gap_ev": 5.68,
  "e_tot_ev": -31096.37559,
  "total_charge": -1,
  "e_lumo_ev": 3.454,
  "spin_multiplicity": 1
}



4.
{
  "formula": "C5H9O3Ru",
  "method": "ωB97M-V/def2-TZVPD",
  "species": ["H", "O", "C", "H", "H", "C", "H", "C", "O", "Ru", "O", "C", "C", "H", "H", "H", "H", "H"],
  "coordinates": [[4.89, -1.23, 0.96], [2.23, 0.06, 0.34], [3.11, -0.73, 0.00], [2.82, -1.67, -0.51], [5.07, -0.72, -0.71], [4.54, -0.49, 0.23], [4.74, 0.53, 0.56], [-1.46, 0.77, -0.57], [-1.85, -0.13, -1.30], [0.36, 0.17, 0.09], [-1.83, 0.64, 0.78], [-2.76, 1.40, 1.54], [-3.08, 2.79, 1.02], [-2.31, 1.45, 2.53], [-3.67, 0.79, 1.57], [-2.16, 3.37, 0.87], [-3.69, 3.32, 1.77], [-3.66, 2.74, 0.09]],
  "gap_ev": [9.52, 6.90],
  "e_tot_ev": -14030.10108,
  "total_charge": 2,
  "e_lumo_ev": [-9.338, -12.318],
  "spin_multiplicity": 6
}



5.
{
  "formula": "C5H9O3Tl",
  "method": "ωB97M-V/def2-TZVPD",
  "species": ["H", "O", "O", "O", "C", "C", "C", "C", "C", "H", "H", "H", "H", "H", "H", "H", "H", "Tl"],
  "coordinates": [[1.22, 3.16, -2.84], [1.47, -0.01, 0.08], [-0.33, -0.85, 0.92], [-0.41, 0.00, -1.16], [2.18, 0.60, -0.96], [-1.74, -1.12, 0.91], [2.39, 1.92, -0.95], [-2.09, -1.77, 2.23], [0.19, -0.28, -0.13], [2.68, -0.11, -1.63], [-2.27, -0.17, 0.77], [-1.96, -1.78, 0.06], [3.05, 2.34, -1.71], [1.96, 2.55, -0.17], [-3.17, -1.97, 2.24], [-1.56, -2.72, 2.36], [-1.85, -1.10, 3.07], [0.26, 1.30, -3.10]],
  "gap_ev": 7.09,
  "e_tot_ev": -16164.22142,
  "e_lumo_ev": 0.400,
  "spin_multiplicity": 1
}



6.
{
  "formula": "C5H9O3Zn",
  "method": "ωB97M-V/def2-TZVPD",
  "species": ["O", "C", "C", "H", "H", "H", "O", "C", "C", "O", "C", "Zn", "H", "H", "H", "H", "H", "H"],
  "coordinates": [[-1.78, 1.25, -0.37], [-2.53, 0.16, -0.27], [-2.19, -0.95, 0.59], [-3.28, 0.01, -1.06], [-2.42, -0.70, 1.63], [-2.59, -1.97, 0.60], [1.88, 1.64, 0.01], [2.54, 0.52, 0.51], [1.82, -0.77, 0.14], [0.44, -0.56, 0.45], [-0.44, -1.62, 0.19], [0.02, 1.32, 0.04], [2.64, 0.56, 1.61], [3.57, 0.44, 0.11], [2.20, -1.63, 0.71], [1.91, -0.98, -0.94], [-0.65, -1.76, -0.88], [-0.18, -2.50, 0.80]],
  "gap_ev": [6.63, 9.98],
  "e_tot_ev": -59887.77268,
  "e_lumo_ev": [0.434, 0.428],
  "spin_multiplicity": 2
}